(1)
C20H25Be2K2N5O8S2 as an isolated structure at a distorted geometry. Source: the Open Molecules 2025 dataset; level of theory: wB97M-V/def2-TZVPD.

Properties
- Orbital gap: 0.073 hartree
- Net charge: +2
- Lowest unoccupied orbital energy: -0.3933 hartree
- Highest occupied orbital energy: -0.466 hartree
- Electronic energy: -100081.299 eV

CARTESIAN COORDINATES (ANGSTROEM)
K: 2.599 0.173 2.934
K: -0.052 -2.756 -1.582
Be: 1.249 3.596 -0.473
Be: 3.555 0.645 -0.621
S: 0.655 0.627 -0.407
O: -0.343 -0.176 -1.108
O: 1.705 1.194 -1.355
O: 0.045 1.784 0.274
O: 1.425 -0.168 0.533
S: 3.356 3.553 1.531
O: 2.204 4.473 1.236
O: 3.293 2.876 2.823
O: 3.181 2.480 0.351
O: 4.607 4.224 1.378
N: 1.198 0.686 -4.072
C: 0.857 1.670 -4.968
C: 0.671 1.073 -6.195
C: 0.906 -0.290 -6.044
C: 1.220 -0.520 -4.714
H: 1.480 0.843 -3.122
H: 0.763 2.677 -4.597
H: 0.456 1.488 -7.167
H: 0.986 -1.016 -6.836
H: 1.670 -1.343 -4.181
N: -2.399 -0.783 -2.847
C: -3.488 -1.522 -2.478
C: -4.110 -2.038 -3.584
C: -3.280 -1.711 -4.688
C: -2.249 -0.921 -4.219
H: -1.638 -0.480 -2.260
H: -3.803 -1.572 -1.446
H: -4.977 -2.677 -3.570
H: -3.367 -2.019 -5.717
H: -1.428 -0.440 -4.723
N: -2.596 0.310 0.608
C: -3.292 -0.561 1.411
C: -4.359 0.143 1.905
C: -4.333 1.438 1.357
C: -3.201 1.552 0.587
H: -1.774 0.050 0.086
H: -2.825 -1.515 1.601
H: -5.129 -0.272 2.536
H: -5.046 2.184 1.667
H: -2.722 2.279 -0.047
N: 3.070 -2.852 1.745
C: 4.041 -2.992 2.713
C: 3.437 -3.335 3.897
C: 2.023 -3.348 3.668
C: 1.865 -2.868 2.391
H: 3.238 -2.806 0.758
H: 5.060 -2.971 2.359
H: 3.986 -3.569 4.794
H: 1.259 -3.592 4.387
H: 1.015 -2.760 1.731
N: -0.196 1.566 3.089
C: -0.491 0.282 3.561
C: -0.179 0.266 4.898
C: 0.311 1.524 5.286
C: 0.260 2.299 4.143
H: -0.354 1.789 2.122
H: -0.763 -0.545 2.929
H: -0.327 -0.592 5.536
H: 0.666 1.909 6.227
H: 0.407 3.353 3.971

Now the Löwdin charges, all in e: 0.80 0.89 1.12 1.00 0.32 -0.42 -0.42 -0.30 -0.41 0.36 -0.31 -0.36 -0.46 -0.25 0.00 -0.09 -0.07 -0.09 -0.14 0.06 0.11 0.12 0.11 0.10 0.00 -0.14 -0.06 -0.07 -0.10 0.05 0.11 0.11 0.11 0.08 -0.02 -0.14 -0.09 -0.08 -0.11 0.06 0.10 0.11 0.10 0.10 -0.02 -0.13 -0.06 -0.05 -0.21 0.13 0.12 0.11 0.11 0.10 0.02 -0.15 -0.11 -0.07 -0.13 0.09 0.10 0.11 0.11 0.13


(2)
C20H25BrN4NaO2 as an isolated structure. Source: the Open Molecules 2025 dataset; level of theory: wB97M-V/def2-TZVPD.

Properties
- ΔE to the lowest compared entry with this formula, charge and spin: 43.6 kJ/mol
- Orbital gap: 0.281 hartree
- Net charge: +1
- Lowest unoccupied orbital energy: -0.1035 hartree
- Highest occupied orbital energy: -0.384 hartree
- Electronic energy: -105654.058 eV

CARTESIAN COORDINATES (ANGSTROEM)
Na: -2.585 0.871 -0.700
O: -2.023 -3.746 -1.130
C: -0.952 -3.736 -0.310
C: -0.723 -4.836 0.511
C: 0.275 -4.781 1.474
C: 1.054 -3.637 1.611
C: 0.853 -2.560 0.749
C: -0.141 -2.594 -0.221
C: -0.540 -1.430 -1.124
O: -1.851 -1.132 -0.933
N: 0.363 -0.271 -0.836
N: -0.155 0.963 -1.003
C: 0.629 1.937 -1.253
C: 0.162 3.314 -1.321
Br: -1.617 3.631 -0.687
C: 0.865 4.374 -1.719
C: 2.224 4.315 -2.293
C: 3.185 5.231 -1.865
C: 4.466 5.199 -2.388
C: 4.799 4.265 -3.361
C: 3.842 3.369 -3.814
C: 2.560 3.394 -3.284
H: -2.225 -2.791 -1.314
H: -1.361 -5.703 0.392
H: 0.454 -5.638 2.110
H: 1.848 -3.604 2.346
H: 1.472 -1.676 0.843
H: -0.325 -1.724 -2.170
H: 1.299 -0.373 -1.219
H: 1.702 1.798 -1.395
H: 0.424 5.358 -1.609
H: 2.925 5.967 -1.114
H: 5.206 5.909 -2.043
H: 5.798 4.247 -3.776
H: 4.090 2.658 -4.591
H: 1.803 2.720 -3.666
N: -1.883 -2.088 3.266
C: -2.678 -2.318 2.009
C: -3.600 -1.161 1.710
N: -2.943 0.151 1.837
C: -1.498 0.054 2.033
C: -1.085 -0.790 3.235
H: -1.234 -2.872 3.360
H: -2.496 -2.100 4.080
H: -3.217 -3.258 2.114
H: -1.942 -2.433 1.222
H: -4.488 -1.190 2.346
H: -3.931 -1.329 0.683
H: -3.381 0.699 2.565
H: -1.078 1.053 2.155
H: -1.051 -0.362 1.133
H: -1.262 -0.282 4.182
H: -0.034 -1.061 3.172

Now the Löwdin charges, all in e: 0.40 0.06 -0.31 -0.01 -0.09 -0.11 -0.06 -0.12 -0.43 -0.27 -0.01 -0.02 -0.18 -0.61 0.83 -0.10 -0.23 -0.03 -0.07 -0.08 -0.07 -0.05 0.08 0.12 0.11 0.10 0.11 0.16 0.14 0.13 0.11 0.12 0.11 0.11 0.11 0.12 0.09 -0.10 -0.16 -0.04 -0.19 -0.06 0.16 0.18 0.15 0.09 0.13 0.12 0.12 0.14 0.08 0.13 0.12